{"formula": "C7H10", "method": "ωB97M-V/def2-TZVPD", "elements": ["C", "C", "C", "C", "C", "C", "C", "H", "H", "H", "H", "H", "H", "H", "H", "H", "H"], "xyz": [[-0.2562, 1.0375, 2.9756], [0.2589, 1.5595, 1.8619], [0.5645, 0.8411, 0.6289], [-0.1670, -0.1705, 0.1554], [-0.0810, -0.5577, -1.2659], [0.5701, 0.1704, -2.1780], [-0.5932, -1.9248, -1.6491], [-0.3706, 1.6975, 3.8187], [-0.3239, -0.0181, 3.1847], [0.7426, 2.5265, 1.9605], [1.3094, 1.3940, 0.0689], [-0.6548, -0.8478, 0.8428], [0.6599, 1.2343, -1.9923], [0.7798, -0.1570, -3.1862], [0.0952, -2.7509, -1.4890], [-1.5114, -2.1416, -1.0882], [-1.0224, -1.8923, -2.6487]], "forces_ev_per_angstrom": [[0.6643, 0.5019, 0.3017], [1.0005, -1.0833, 1.0244], [-0.5099, 1.1665, 0.5033], [1.0029, -0.1503, -1.0087], [1.0055, -1.2802, -0.0165], [-1.0205, 0.9348, 0.0841], [-1.2966, 0.2030, 0.2385], [-0.0962, -0.0041, 0.2963], [-0.6441, -0.1969, -0.3625], [-0.6898, 0.3831, -0.3040], [-0.1814, -0.3678, -0.6675], [-0.8309, 0.3803, -0.0237], [0.6784, -0.0408, 0.0274], [-0.1895, -0.1891, 0.0038], [0.1206, 0.0276, -0.1497], [0.3030, -0.0631, 0.4351], [0.6836, -0.2216, -0.3821]], "nbo_charge": [-0.38, -0.22, -0.19, -0.21, -0.02, -0.39, -0.65, 0.19, 0.19, 0.21, 0.20, 0.21, 0.19, 0.20, 0.22, 0.21, 0.22], "mol_weight_g_mol": 94.2, "relative_energy_kcal_mol": 56.4, "smiles": "C=C/C=C/C(=C)C", "lumo_energy_ev": 0.22, "homo_energy_ev": -8.08, "homo_lumo_gap_ev": 8.31, "total_energy_ha": -272.6281}